Computed, not measured: a molecular structure, C5H11N2S in a non-equilibrium geometry, with ωB97M-V/def2-TZVPD.

Values from the calculation:
**Highest occupied orbital energy**: -13.33 eV
**Largest force on an atom**: 3.986 eV/A
**ΔE to the lowest compared entry with this formula, charge and spin**: 64.8 kcal/mol
**Energy**: -19170.0752 eV
**Net charge**: +1
**2S+1**: 1
**Orbital gap**: 8.6 eV

Geometry as XYZ:
```
19
Properties=species:S:1:pos:R:3:forces:R:3
C -0.5146 1.0597 -0.0157 -1.9583 0.0257 3.4717
H -3.7309 0.9877 -0.0655 0.7567 -0.4724 0.9896
C -0.7925 -0.2250 0.7382 0.8286 0.1344 -1.6886
C -3.5833 -0.1103 0.0316 -1.4707 0.1552 -0.1481
H 3.1809 -1.7480 1.0358 -0.4161 0.4489 -1.1807
H 4.0361 -0.6432 -0.0848 -1.2136 -0.5170 -0.0391
H 0.0949 -0.9182 0.6065 -1.3393 0.8652 0.3820
H -1.1457 -0.1729 1.7683 -0.3864 0.1300 -0.3688
C 1.8326 0.6206 -0.5575 1.7128 -0.0279 0.2193
H -3.8019 -0.6141 1.0122 0.4259 1.0288 -0.7652
C 3.0922 -1.2801 0.0076 2.7185 -0.2753 0.8320
H 2.6304 1.3450 -0.9130 -0.3118 -1.4136 0.3193
H 0.6097 2.0745 -1.1215 0.3552 2.8022 -1.7542
H 3.2283 -2.1031 -0.7325 -0.6636 0.6156 0.4463
H -1.1908 1.9953 0.1548 0.8542 -2.1014 -0.8534
N 1.8710 -0.5461 -0.1035 0.4172 0.0560 -0.6382
S -1.9858 -0.6955 -0.6310 -0.2389 0.3811 0.6940
H -4.4764 -0.3547 -0.6005 1.2128 -0.7429 -0.0499
N 0.6456 1.3285 -0.5297 -1.2831 -1.0926 0.1320
```
Forces are in eV/Å.

Computed, not measured: a single C15H23NO5 molecule, with ωB97M-V/def2-TZVPD.

Values from the calculation:
**Highest occupied orbital energy**: -8.41 eV
**Largest force on an atom**: 0.596 eV/A
**ΔE to the lowest compared entry with this formula, charge and spin**: 78.6 kcal/mol
**Energy**: -27654.8254 eV
**2S+1**: 1
**SMILES**: CCOc1ccc(CN(CCO)CCO)cc1C(=O)OC
**Orbital gap**: 9.1 eV

Geometry as XYZ:
```
44
Properties=species:S:1:pos:R:3:forces:R:3
H -4.1403 -2.5518 0.3701 -0.0123 -0.0579 -0.1030
H -3.0792 -3.1825 -1.8854 0.0160 0.0012 -0.0159
C -1.0760 -2.0044 1.8419 0.2583 -0.4860 0.0794
H 0.3478 -0.7120 1.5405 -0.0368 0.0260 -0.0130
C -0.8199 -2.8026 0.5516 -0.2207 0.3035 0.4341
H -0.2234 3.7905 1.3754 0.0283 0.0053 -0.1374
H -2.2924 0.4558 -1.0061 -0.1608 -0.0036 0.0279
C -0.6943 1.7564 -0.4673 -0.0576 0.2581 0.0278
O -0.5740 -0.6926 1.8237 0.1129 0.2994 0.0079
O 3.6616 -0.1272 -0.3801 -0.0927 0.0996 -0.0337
C 0.9625 -0.3514 -1.1064 -0.1061 0.1542 -0.0387
N -1.7100 -2.4240 -0.5352 -0.0233 0.0021 -0.2326
C 0.4627 4.1220 0.5841 -0.1845 0.3400 0.1420
C -0.4037 -0.5106 -1.2423 0.1313 0.0360 -0.2005
H -2.9110 -3.9265 1.7458 -0.0963 -0.0407 0.0337
H -2.1901 -4.4459 -1.0111 -0.0553 0.0334 -0.0523
C 1.3987 5.1981 1.1116 -0.1707 -0.3888 -0.1793
H 5.3829 1.2597 -0.3909 0.0102 0.2049 -0.0125
H 0.8256 6.0610 1.4385 -0.0419 0.0954 0.0374
H -2.1488 -1.8887 2.0128 -0.0144 -0.1516 -0.0128
C 4.9154 2.2430 -0.4760 0.4570 -0.2339 0.0526
C -3.8336 -3.5628 0.0729 0.0307 0.0842 -0.5896
H -0.1271 4.5129 -0.2564 0.0173 -0.1084 0.0988
C -1.0123 -1.8197 -1.6623 0.0178 0.0555 0.0535
O -3.5726 -4.3630 1.1993 0.2479 -0.2029 0.4620
O 3.5100 2.1029 -0.6087 -0.1628 0.1112 -0.1509
H -1.7479 -1.6341 -2.4492 0.0634 -0.0845 -0.0020
C 1.5213 0.8443 -0.6610 -0.1833 0.2076 0.1208
H 0.2251 -2.6418 0.2595 -0.0066 -0.1101 0.0475
H -4.6719 -4.0516 -0.4293 0.0260 0.0794 0.0052
C -2.6596 -3.4524 -0.9146 -0.3651 -0.0093 0.3032
C 2.9966 0.8739 -0.5271 0.3012 -0.2798 0.0724
H 5.1214 2.8342 0.4172 -0.0298 -0.0165 -0.0580
H 5.2901 2.7635 -1.3576 -0.0475 -0.0162 0.0623
H -0.9304 -3.8708 0.7778 0.0572 0.0313 -0.0590
C -1.2225 0.5645 -0.9179 0.2873 -0.0451 -0.0863
O 1.2669 3.0402 0.1529 -0.0271 0.0074 0.0446
H 2.0893 5.5001 0.3294 0.0674 0.0821 -0.0597
H 1.9726 4.8116 1.9491 0.0582 0.0036 0.1040
C 0.6837 1.9221 -0.3213 0.0714 -0.3674 -0.1325
H -1.3663 2.5615 -0.2175 -0.0319 0.0889 0.0516
H -0.6382 -2.5606 2.6875 -0.1120 0.0053 -0.0601
H -0.2311 -2.4840 -2.0713 -0.0518 0.0696 -0.0374
H 1.6425 -1.1572 -1.3465 0.0317 -0.0828 -0.0015
```
Forces are in eV/Å.